Entry 1:
Entry from OMol25: 8 unconnected molecules or ions with the total composition C5H28N2O8 in a non-equilibrium geometry (the ωB97M-V functional and the def2-TZVPD basis).

CARTESIAN COORDINATES (ANGSTROEM)
1 C 1.385 -1.960 1.553
2 N 0.157 -1.742 0.794
3 C 0.460 -1.592 -0.638
4 C -0.765 -1.485 -1.530
5 C -1.207 -2.915 -1.925
6 N -0.662 -0.704 -2.738
7 C -0.325 0.706 -2.644
8 O -1.038 1.381 -1.618
9 H 1.121 -1.884 2.611
10 H 2.120 -1.198 1.325
11 H 1.795 -2.968 1.442
12 H -0.501 -2.515 0.898
13 H 1.166 -2.303 -1.075
14 H 0.954 -0.615 -0.646
15 H -1.637 -1.122 -1.007
16 H -2.187 -2.846 -2.360
17 H -0.468 -3.297 -2.616
18 H -1.285 -3.575 -1.048
19 H -0.130 -1.112 -3.492
20 H -0.595 1.152 -3.597
21 H 0.718 0.909 -2.440
22 H -1.825 0.947 -1.236
23 O 3.249 1.346 0.990
24 H 2.269 1.336 0.691
25 H 3.535 2.191 0.662
26 O 0.892 2.276 0.115
27 H 0.242 2.039 -0.611
28 H 0.343 2.274 0.921
29 O 1.739 1.530 3.253
30 H 2.381 1.233 2.608
31 H 1.870 2.507 3.304
32 O 3.452 0.563 -1.653
33 H 4.332 0.317 -1.969
34 H 3.419 0.666 -0.680
35 O -0.533 0.552 2.348
36 H -0.122 -0.125 1.773
37 H 0.030 0.653 3.121
38 O -3.970 0.207 2.356
39 H -3.557 -0.690 2.429
40 H -3.209 0.809 2.504
41 O -3.342 0.513 -0.322
42 H -3.662 0.693 0.581
43 H -4.172 0.319 -0.754

Calculated values
- highest occupied orbital energy (eV) = -8.8
- orbital gap (hartree) = 0.34077
- total charge = 0
- relative energy (zero: lowest compared OMol25 entry of this formula, charge and spin) (kJ/mol) = 113.2


Entry 2:
Entry from OMol25: 10 unconnected molecules or ions with the total composition C5H28NO10S in a non-equilibrium geometry (the ωB97M-V functional and the def2-TZVPD basis).

CARTESIAN COORDINATES (ANGSTROEM)
1 C -0.303 -3.027 0.514
2 C 0.960 -3.130 -0.339
3 S 0.490 -2.975 -2.098
4 C -1.121 -1.735 0.369
5 N -0.610 -0.478 0.792
6 C 0.756 -0.060 0.624
7 C 0.929 0.879 -0.649
8 O -2.315 -1.778 0.127
9 H -0.048 -3.128 1.581
10 H -1.000 -3.847 0.185
11 H 1.451 -4.091 -0.002
12 H 1.654 -2.295 -0.101
13 H -1.305 0.211 0.554
14 H 0.966 0.711 1.420
15 H 1.564 -0.720 0.681
16 H 0.730 0.129 -1.466
17 H 0.091 1.523 -0.466
18 H 1.862 1.404 -0.713
19 H 3.547 -0.895 -1.344
20 H 4.131 -2.054 -0.516
21 O 3.986 -1.106 -0.511
22 H -3.446 -0.403 2.166
23 H -3.475 -1.800 1.658
24 O -3.750 -1.278 2.429
25 H -2.604 2.385 1.547
26 H -2.263 1.627 0.232
27 O -1.918 1.879 1.108
28 H -1.200 2.422 -2.533
29 H -1.535 1.361 -3.676
30 O -1.889 2.000 -3.049
31 H 0.135 -0.305 -4.476
32 H -1.128 -0.669 -3.574
33 O -0.802 -0.172 -4.328
34 H 3.844 1.707 -0.164
35 H 3.967 0.551 0.820
36 O 3.887 1.508 0.778
37 H 1.358 2.928 1.085
38 H 2.769 2.487 1.596
39 O 1.906 2.904 1.872
40 H -3.414 0.869 -1.767
41 H -3.138 -0.298 -0.754
42 O -3.276 0.670 -0.834
43 H -0.879 1.766 3.619
44 H 0.554 2.279 3.471
45 O -0.116 2.046 4.133

Calculated values
- 2S+1 = 2
- highest occupied orbital energy (spin up / spin down) (eV) = -9.9 / -9.9
- orbital gap (spin up / spin down) (hartree) = 0.34812 / 0.24566
- total charge = 0
- relative energy (zero: lowest compared OMol25 entry of this formula, charge and spin) (kJ/mol) = 0.0


Entry 3:
Entry from OMol25: 10 unconnected molecules or ions with the total composition C5H28NO11 in a non-equilibrium geometry (the ωB97M-V functional and the def2-TZVPD basis).

CARTESIAN COORDINATES (ANGSTROEM)
1 O 0.141 1.942 1.943
2 C 0.275 2.354 0.800
3 O 0.957 3.416 0.437
4 C -0.483 2.007 -0.510
5 C -0.930 0.531 -0.637
6 C -2.456 0.438 -1.111
7 C -3.348 -0.480 -0.640
8 N 0.349 2.454 -1.664
9 H 1.607 3.617 1.361
10 H -1.680 2.444 -0.470
11 H -0.335 -0.001 -1.391
12 H -0.790 -0.030 0.262
13 H -2.634 1.175 -1.982
14 H -4.408 -0.508 -1.133
15 H -3.361 -1.051 0.270
16 H 1.089 1.651 -1.619
17 H -0.046 2.580 -2.537
18 H 0.769 3.493 -1.414
19 H 1.141 -1.918 2.190
20 H 0.213 -1.667 3.171
21 O 0.517 -2.385 2.655
22 H 1.305 0.121 -4.058
23 H 2.473 1.119 -3.769
24 O 1.518 1.055 -3.775
25 H -1.272 -3.370 3.467
26 H -2.627 -3.568 3.028
27 O -2.153 -3.140 3.737
28 H 3.842 0.513 0.331
29 H 3.076 -0.096 -0.729
30 O 3.341 0.763 -0.481
31 H -0.149 -3.652 -2.914
32 H -1.228 -2.917 -2.152
33 O -0.235 -2.881 -2.375
34 H 1.083 2.952 2.938
35 H 0.923 4.308 3.312
36 O 1.547 3.728 2.846
37 H 1.551 -1.520 -3.711
38 H 1.562 -1.707 -2.170
39 O 2.068 -1.400 -2.844
40 H 0.942 -3.057 0.488
41 H 2.382 -3.222 0.058
42 O 1.760 -2.540 0.250
43 H -2.554 -1.130 4.027
44 H -3.286 -0.002 3.179
45 O -2.458 -0.417 3.337

Calculated values
- highest occupied orbital energy (eV) = -13.0
- orbital gap (hartree) = 0.37696
- total charge = +1
- relative energy (zero: lowest compared OMol25 entry of this formula, charge and spin) (kJ/mol) = 325.2


Entry 4:
Entry from OMol25: a molecular structure, C5H2Cl2F24N2O12P3S4V3 in a non-equilibrium geometry (the ωB97M-V functional and the def2-TZVPD basis).

CARTESIAN COORDINATES (ANGSTROEM)
1 V 1.072 2.418 -0.186
2 V 0.251 -0.708 1.234
3 V -2.087 0.795 -1.160
4 P -0.910 1.490 0.964
5 O -1.082 2.429 -0.212
6 O -0.126 0.842 -0.174
7 O -1.606 0.149 0.767
8 O 0.465 1.388 1.583
9 P 0.402 1.115 -3.670
10 F -0.931 0.725 -2.835
11 F 0.058 0.003 -4.754
12 F -0.424 2.351 -4.403
13 F 1.736 1.461 -4.500
14 F 0.823 2.150 -2.429
15 F 1.282 -0.013 -2.899
16 P -0.958 -2.672 -1.492
17 F -0.112 -4.108 -1.351
18 F 0.126 -1.913 -0.577
19 F -0.086 -2.265 -2.735
20 F -1.880 -1.325 -1.563
21 F -2.041 -3.402 -2.421
22 F -1.784 -3.136 -0.146
23 C -4.077 -1.096 2.995
24 F -5.190 -1.621 3.350
25 F -4.249 -0.784 1.713
26 F -3.929 -0.062 3.704
27 S -2.611 -2.356 3.275
28 O -1.473 -1.767 2.609
29 O -2.366 -2.481 4.718
30 N -3.128 -3.790 2.350
31 S -3.741 -4.659 3.516
32 O -4.564 -4.076 4.607
33 O -4.479 -5.678 2.772
34 C -2.172 -5.652 4.269
35 F -1.248 -4.909 4.958
36 F -2.595 -6.631 5.044
37 F -1.563 -6.283 3.275
38 C 4.893 0.216 0.618
39 F 5.218 1.392 1.085
40 F 5.916 -0.163 -0.150
41 F 4.775 -0.709 1.563
42 S 3.364 0.211 -0.519
43 O 3.698 -0.499 -1.784
44 O 2.234 -0.391 0.201
45 N 2.996 1.961 -0.883
46 S 4.100 2.360 -1.916
47 O 5.438 2.428 -1.293
48 O 3.965 1.585 -3.138
49 C 3.703 4.159 -2.399
50 F 2.763 4.129 -3.422
51 F 3.148 4.638 -1.281
52 F 4.817 4.811 -2.674
53 C -1.314 5.502 -0.829
54 Cl -0.831 7.118 -0.244
55 Cl -0.032 4.892 -1.861
56 H -1.388 4.909 0.082
57 H -2.267 5.524 -1.356

Calculated values
- 2S+1 = 10
- highest occupied orbital energy (spin up / spin down) (eV) = -7.6 / -7.6
- orbital gap (spin up / spin down) (hartree) = 0.22380 / 0.22758
- total charge = -1
- relative energy (zero: lowest compared OMol25 entry of this formula, charge and spin) (kJ/mol) = 479.8


Entry 5:
Entry from OMol25: 2 unconnected molecules or ions with the total composition C5H2ClN2O2S in a non-equilibrium geometry (the ωB97M-V functional and the def2-TZVPD basis).

CARTESIAN COORDINATES (ANGSTROEM)
1 C 2.312 -0.167 -0.149
2 C 0.810 0.234 1.812
3 C 1.399 -0.090 0.809
4 C -0.774 -0.983 -0.952
5 C -0.691 0.472 -0.723
6 N 3.132 -0.489 -0.908
7 N -1.496 1.057 0.160
8 O -1.711 -1.635 -0.139
9 O -0.132 -1.611 -1.787
10 S -1.424 2.575 0.682
11 Cl 0.578 1.167 -1.667
12 H 0.198 0.507 2.539
13 H -2.201 -1.035 0.323

Calculated values
- highest occupied orbital energy (eV) = -3.8
- orbital gap (hartree) = 0.25673
- total charge = -1


Entry 6:
Entry from OMol25: 2 unconnected molecules or ions with the total composition C5H2FNO2 in a non-equilibrium geometry (the ωB97M-V functional and the def2-TZVPD basis).

CARTESIAN COORDINATES (ANGSTROEM)
1 O -3.323 0.282 1.325
2 N -2.947 0.246 0.205
3 C -2.178 0.286 -0.704
4 F -2.303 0.430 -1.995
5 C 2.490 -1.818 -0.178
6 C 1.702 -0.900 0.074
7 C 0.756 0.128 0.243
8 C 1.210 1.348 0.413
9 O 1.525 2.433 0.679
10 H 3.300 -2.409 -0.484
11 H -0.232 -0.025 0.423

Calculated values
- highest occupied orbital energy (eV) = -8.8
- orbital gap (hartree) = 0.28452
- total charge = 0
- relative energy (zero: lowest compared OMol25 entry of this formula, charge and spin) (kJ/mol) = 74.1


Entry 7:
Entry from OMol25: C5H2N2 in the gas phase in a non-equilibrium geometry (the ωB97M-V functional and the def2-TZVPD basis).

CARTESIAN COORDINATES (ANGSTROEM)
1 N 2.160 -0.880 2.453
2 C 1.394 -0.779 1.604
3 C 0.501 -0.572 0.592
4 C -0.328 -1.015 -0.363
5 C -1.028 -0.154 -1.183
6 C -0.551 1.016 -0.634
7 N 0.320 0.725 0.376
8 H -1.709 -0.383 -1.971
9 H -0.759 2.040 -0.874

Calculated values
- highest occupied orbital energy (spin up / spin down) (eV) = -9.7 / -9.7
- orbital gap (spin up / spin down) (hartree) = 0.25465 / 0.25462
- total charge = 0
- relative energy (zero: lowest compared OMol25 entry of this formula, charge and spin) (kJ/mol) = 240.6


Entry 8:
Entry from OMol25: a molecular structure, C5H2N2O in a non-equilibrium geometry (the ωB97M-V functional and the def2-TZVPD basis).

CARTESIAN COORDINATES (ANGSTROEM)
1 C -1.969 -0.298 -0.080
2 C -0.461 1.140 0.116
3 C 0.014 -0.368 0.137
4 C 1.401 -0.507 -0.007
5 C 2.611 -0.246 -0.350
6 H 0.402 1.752 0.438
7 H 3.705 -0.537 -0.127
8 N -1.708 1.151 -0.115
9 N -0.918 -1.339 0.255
10 O -3.078 -0.749 -0.265

Calculated values
- highest occupied orbital energy (eV) = -10.7
- orbital gap (hartree) = 0.32193
- total charge = 0
- relative energy (zero: lowest compared OMol25 entry of this formula, charge and spin) (kJ/mol) = 292.5


Entry 9:
Entry from OMol25: C5H2O in the gas phase in a non-equilibrium geometry (the ωB97M-V functional and the def2-TZVPD basis).

CARTESIAN COORDINATES (ANGSTROEM)
1 C -0.756 0.618 1.056
2 C 1.041 1.182 -0.001
3 C 0.265 -1.410 -0.174
4 C -0.412 1.592 0.092
5 C 0.223 -0.012 0.182
6 O -0.287 -1.938 -1.096
7 H 1.018 -2.132 0.390
8 H -1.092 2.099 -0.449

Calculated values
- highest occupied orbital energy (eV) = -9.8
- orbital gap (hartree) = 0.34165
- total charge = 0
- relative energy (zero: lowest compared OMol25 entry of this formula, charge and spin) (kJ/mol) = 343.8


Entry 10:
Entry from OMol25: a molecular structure, C5H2O4S2 in a non-equilibrium geometry (the ωB97M-V functional and the def2-TZVPD basis).

CARTESIAN COORDINATES (ANGSTROEM)
1 C 0.293 0.425 0.193
2 C 0.603 -0.803 -0.332
3 C 1.223 2.427 -1.245
4 C 1.391 2.341 1.597
5 C 1.417 1.352 0.492
6 O 2.301 2.567 -1.739
7 O 2.491 2.263 2.243
8 O 0.089 2.864 -1.338
9 O 0.487 3.146 1.836
10 S 2.307 -1.223 -0.466
11 S 2.977 0.501 0.740
12 H -0.711 0.828 0.486
13 H 0.047 -1.542 -0.828

Calculated values
- highest occupied orbital energy (eV) = 0.9
- orbital gap (hartree) = 0.16569
- total charge = -2
- relative energy (zero: lowest compared OMol25 entry of this formula, charge and spin) (kJ/mol) = 16.7


Entry 11:
Entry from OMol25: 10 unconnected molecules or ions with the total composition C5H30N10O10 in a non-equilibrium geometry (the ωB97M-V functional and the def2-TZVPD basis).

CARTESIAN COORDINATES (ANGSTROEM)
1 N 1.212 5.804 -3.645
2 C 0.500 4.727 -3.384
3 N -0.600 4.953 -2.784
4 O 0.775 3.580 -3.657
5 H 1.962 5.736 -4.318
6 H 1.091 6.657 -3.117
7 H -0.705 5.906 -2.467
8 H -1.201 4.212 -2.451
9 N 1.697 -1.441 4.281
10 C 1.515 -2.609 4.843
11 N 1.871 -2.580 6.066
12 O 1.129 -3.620 4.246
13 H 2.142 -0.659 4.740
14 H 1.523 -1.362 3.290
15 H 1.888 -3.452 6.574
16 H 2.389 -1.743 6.293
17 N 4.708 -3.172 -3.329
18 C 3.895 -3.875 -2.578
19 N 3.176 -3.073 -1.902
20 O 3.713 -5.106 -2.613
21 H 4.781 -2.231 -2.969
22 H 5.182 -3.543 -4.140
23 H 2.430 -3.348 -1.280
24 H 3.343 -2.077 -1.883
25 N -5.312 2.198 3.967
26 C -4.415 3.113 4.227
27 N -3.790 3.631 3.176
28 O -4.256 3.447 5.398
29 H -5.637 2.186 3.011
30 H -5.885 1.681 4.617
31 H -3.039 4.273 3.383
32 H -3.830 3.153 2.287
33 N -2.124 -2.848 -2.326
34 C -1.986 -3.921 -3.053
35 N -1.636 -4.954 -2.417
36 O -2.027 -3.800 -4.262
37 H -2.007 -2.821 -1.323
38 H -2.564 -2.071 -2.797
39 H -1.217 -5.737 -2.899
40 H -1.384 -4.899 -1.440
41 O 3.921 0.998 -3.535
42 H 3.051 1.358 -3.706
43 H 4.323 0.920 -4.400
44 O 4.128 1.454 1.583
45 H 4.180 2.082 2.303
46 H 3.233 1.538 1.255
47 O 0.323 0.696 0.352
48 H -0.527 0.869 0.757
49 H 0.109 0.296 -0.491
50 O -2.266 -2.773 1.500
51 H -1.831 -2.565 2.327
52 H -2.985 -3.355 1.748
53 O -4.065 2.834 -0.747
54 H -3.970 2.129 -1.388
55 H -4.929 3.204 -0.923

Calculated values
- highest occupied orbital energy (eV) = -9.2
- orbital gap (hartree) = 0.32413
- total charge = 0
- relative energy (zero: lowest compared OMol25 entry of this formula, charge and spin) (kJ/mol) = 447.1


Entry 12:
Entry from OMol25: 8 unconnected molecules or ions with the total composition C5H30N3O7 in a non-equilibrium geometry (the ωB97M-V functional and the def2-TZVPD basis).

CARTESIAN COORDINATES (ANGSTROEM)
1 C -1.303 -0.107 -1.992
2 C -0.418 -1.336 -1.700
3 C -0.043 -1.781 -0.291
4 C -1.224 -2.477 0.341
5 N -2.363 -1.585 0.789
6 C -2.359 -1.195 2.221
7 N -2.163 -2.230 3.253
8 N -1.201 0.867 -0.852
9 H -2.408 -0.246 -2.258
10 H -0.896 0.264 -2.931
11 H 0.594 -1.157 -2.124
12 H -0.781 -2.228 -2.244
13 H 0.774 -2.489 -0.480
14 H 0.289 -0.955 0.319
15 H -1.005 -3.057 1.260
16 H -1.716 -3.217 -0.405
17 H -3.202 -2.048 0.470
18 H -3.247 -0.638 2.448
19 H -1.564 -0.462 2.323
20 H -1.779 -3.037 2.759
21 H -3.028 -2.510 3.706
22 H -1.683 0.443 -0.032
23 H -0.263 1.251 -0.684
24 H -1.759 1.715 -1.166
25 H -1.677 2.370 2.338
26 H -0.689 1.148 1.822
27 O -1.242 1.915 1.608
28 H 1.757 -4.007 -2.248
29 H 2.945 -3.134 -2.324
30 O 1.991 -3.099 -2.482
31 H 4.633 0.013 -0.296
32 H 5.167 1.174 -0.842
33 O 4.654 0.952 -0.042
34 H 1.939 3.471 -0.333
35 H 1.604 4.872 -0.601
36 O 1.173 4.060 -0.296
37 H -1.548 4.059 -2.491
38 H -0.552 4.018 -1.302
39 O -1.451 3.776 -1.577
40 H 2.254 1.088 -1.167
41 H 2.047 1.072 0.484
42 O 1.672 1.103 -0.411
43 H 2.576 1.890 2.370
44 H 2.665 0.483 2.933
45 O 2.831 0.991 2.127

Calculated values
- highest occupied orbital energy (eV) = -11.9
- orbital gap (hartree) = 0.34683
- total charge = +1
- relative energy (zero: lowest compared OMol25 entry of this formula, charge and spin) (kJ/mol) = 102.1